# 1
{"formula": "C30H54Br2N5O4SSbTi", "method": "wB97M-V/def2-TZVPD", "elements": ["Ti", "C", "O", "C", "O", "N", "N", "H", "H", "H", "H", "H", "H", "C", "C", "C", "C", "C", "C", "Br", "C", "C", "Br", "C", "O", "C", "N", "H", "H", "H", "H", "H", "H", "C", "O", "H", "H", "H", "C", "C", "C", "C", "Sb", "C", "C", "C", "C", "C", "C", "C", "C", "H", "H", "H", "H", "H", "H", "H", "H", "H", "H", "H", "H", "H", "H", "H", "H", "H", "H", "H", "H", "H", "H", "H", "H", "H", "H", "H", "C", "C", "N", "C", "S", "N", "C", "C", "H", "H", "H", "H", "H", "H", "H", "H", "H", "H", "H", "H"], "coordinates": [[0.764, -0.161, 0.903], [2.056, 5.018, -1.002], [1.331, 3.941, -0.389], [1.914, 2.791, -0.096], [1.230, 1.918, 0.421], [3.228, 2.652, -0.377], [3.860, 1.445, -0.084], [1.334, 5.814, -1.137], [2.446, 4.722, -1.977], [2.857, 5.372, -0.351], [3.747, 3.403, -0.793], [4.621, 1.589, 0.566], [4.194, 1.007, -0.933], [3.547, -2.201, 0.197], [3.668, -1.484, 1.503], [4.822, -1.631, 2.292], [4.928, -0.992, 3.492], [3.858, -0.211, 3.959], [3.830, 0.484, 5.190], [5.326, 0.437, 6.350], [2.725, 1.193, 5.552], [1.594, 1.239, 4.721], [0.096, 2.219, 5.303], [1.549, 0.581, 3.510], [0.507, 0.562, 2.701], [2.719, -0.129, 3.128], [2.660, -0.732, 1.904], [4.503, -2.631, -0.099], [3.191, -1.528, -0.578], [2.819, -3.010, 0.285], [5.625, -2.259, 1.929], [5.819, -1.092, 4.099], [2.702, 1.727, 6.492], [0.158, -2.869, 1.919], [0.277, -1.961, 0.838], [1.124, -3.329, 2.141], [-0.553, -3.657, 1.669], [-0.195, -2.366, 2.822], [-2.842, -2.393, -0.204], [-3.223, -1.050, -0.834], [-4.744, -0.922, -0.844], [-2.690, -1.017, -2.271], [-2.166, 0.533, 0.275], [-2.514, 2.332, -0.951], [-1.567, 2.227, -2.149], [-2.126, 3.567, -0.137], [-3.949, 2.489, -1.445], [-3.248, 0.790, 2.166], [-2.650, 2.006, 2.878], [-2.907, -0.457, 2.988], [-4.760, 0.953, 2.051], [-3.314, -3.202, -0.776], [-3.189, -2.478, 0.828], [-1.762, -2.545, -0.207], [-5.158, -1.656, -1.546], [-5.087, 0.063, -1.155], [-5.170, -1.139, 0.134], [-3.030, -1.919, -2.799], [-1.599, -0.996, -2.303], [-3.063, -0.156, -2.827], [-0.529, 2.191, -1.826], [-1.699, 3.113, -2.785], [-1.758, 1.345, -2.763], [-1.166, 3.448, 0.370], [-2.884, 3.817, 0.603], [-2.039, 4.425, -0.817], [-4.239, 1.697, -2.136], [-4.039, 3.441, -1.985], [-4.669, 2.509, -0.625], [-1.562, 2.026, 2.820], [-2.918, 1.955, 3.940], [-3.047, 2.941, 2.489], [-1.829, -0.532, 3.153], [-3.260, -1.379, 2.519], [-3.390, -0.381, 3.969], [-5.043, 1.741, 1.350], [-5.162, 1.229, 3.033], [-5.254, 0.031, 1.747], [2.829, -0.453, -5.024], [1.327, -0.475, -4.783], [0.912, -1.559, -3.894], [0.905, -1.511, -2.556], [1.340, -0.072, -1.732], [0.521, -2.587, -1.878], [0.006, -3.814, -2.476], [1.104, -4.762, -2.946], [3.092, 0.369, -5.692], [3.166, -1.384, -5.485], [3.361, -0.318, -4.082], [0.789, -0.614, -5.720], [0.990, 0.464, -4.349], [0.689, -2.439, -4.328], [0.461, -2.475, -0.866], [-0.682, -3.565, -3.289], [-0.600, -4.300, -1.713], [1.757, -4.299, -3.690], [0.666, -5.658, -3.390], [1.728, -5.067, -2.104]], "total_charge": 1, "s2": 0.75, "orbital_gap_ha": [0.2770, 0.2789], "e_above_lowest_kcal_mol": 0.0, "lumo_ev": [-2.5362, -2.5208], "e_homo_ev": [-10.073, -10.111], "multiplicity": 2, "molar_mass_g_mol": 910.3}


# 2
{"formula": "C30H55CeClP2Si2Te", "method": "wB97M-V/def2-TZVPD", "elements": ["Ce", "C", "C", "C", "Si", "C", "C", "Si", "H", "H", "H", "Cl", "C", "C", "C", "C", "H", "H", "H", "H", "H", "H", "H", "H", "H", "H", "H", "H", "C", "C", "P", "H", "H", "P", "H", "H", "C", "C", "C", "C", "C", "H", "C", "H", "H", "H", "H", "H", "H", "H", "C", "C", "H", "H", "H", "H", "H", "H", "H", "C", "C", "H", "H", "H", "H", "H", "H", "C", "C", "H", "H", "H", "H", "H", "H", "H", "C", "H", "H", "H", "Te", "C", "C", "C", "C", "C", "C", "H", "H", "H", "H", "H"], "coordinates": [[-0.290, -0.019, -0.704], [1.793, -0.156, -2.292], [1.041, -1.336, -2.443], [-0.237, -0.928, -2.959], [1.726, -3.004, -1.980], [-0.238, 0.483, -3.083], [1.040, 0.978, -2.648], [1.721, 2.702, -2.483], [2.781, -0.117, -1.865], [-1.036, -1.583, -3.265], [-1.040, 1.073, -3.497], [-5.677, 0.166, 1.383], [3.594, 2.619, -2.389], [1.238, 3.784, -3.944], [3.597, -2.896, -1.892], [1.252, -4.325, -3.232], [1.887, 3.569, -4.793], [1.352, 4.841, -3.703], [0.214, 3.632, -4.276], [3.922, 2.106, -1.487], [4.022, 3.621, -2.368], [4.016, 2.097, -3.247], [1.881, -4.238, -4.118], [0.218, -4.255, -3.564], [1.399, -5.324, -2.822], [4.024, -2.530, -2.825], [4.030, -3.876, -1.691], [3.915, -2.229, -1.092], [1.097, 3.416, -0.841], [1.094, -3.426, -0.243], [-0.549, 2.723, -0.442], [1.140, 4.504, -0.801], [1.769, 3.029, -0.074], [-0.554, -2.672, 0.026], [1.763, -2.914, 0.450], [1.135, -4.490, -0.016], [-1.062, -3.084, 1.788], [-1.671, -3.728, -1.048], [-1.666, 3.575, -1.682], [-1.057, 3.436, 1.221], [-0.852, 2.418, 2.334], [-2.130, 3.615, 1.114], [-0.374, 4.750, 1.571], [0.682, 4.593, 1.782], [-0.825, 5.170, 2.471], [-0.450, 5.495, 0.786], [-1.279, 1.452, 2.083], [-1.325, 2.769, 3.252], [0.204, 2.260, 2.537], [-1.227, 3.268, -2.632], [-1.666, 5.094, -1.637], [-3.084, 3.028, -1.641], [-0.664, 5.516, -1.629], [-2.198, 5.465, -0.763], [-2.178, 5.490, -2.515], [-3.126, 1.993, -1.961], [-3.729, 3.616, -2.296], [-3.510, 3.080, -0.640], [-1.237, -3.591, -2.038], [-3.088, -3.181, -1.095], [-1.668, -5.216, -0.737], [-0.664, -5.628, -0.663], [-2.184, -5.760, -1.530], [-2.194, -5.428, 0.192], [-3.126, -2.209, -1.575], [-3.515, -3.072, -0.099], [-3.733, -3.863, -1.650], [-0.856, -1.887, 2.705], [-0.376, -4.315, 2.362], [-2.134, -3.280, 1.714], [0.680, -4.121, 2.543], [-0.449, -5.187, 1.720], [-0.827, -4.572, 3.321], [0.200, -1.695, 2.875], [-1.327, -2.073, 3.671], [-1.285, -0.981, 2.289], [-2.502, 0.053, 0.029], [-3.092, -0.021, -0.894], [-2.849, -0.767, 0.659], [-2.839, 0.972, 0.511], [2.178, 0.279, 1.364], [1.947, 0.188, 3.533], [0.738, 0.317, 4.245], [0.710, 0.253, 5.641], [1.890, 0.061, 6.355], [3.099, -0.066, 5.669], [3.127, -0.004, 4.271], [-0.195, 0.449, 3.748], [-0.233, 0.349, 6.168], [1.865, 0.013, 7.436], [4.016, -0.214, 6.226], [4.074, -0.103, 3.758]], "total_charge": 0, "orbital_gap_ha": [0.1765, 0.1766], "lumo_ev": [-1.4048, -1.4042], "e_homo_ev": [-6.207, -6.208], "multiplicity": 1, "molar_mass_g_mol": 837.1}